(1)
DFT (ωB97M-V with the def2-TZVPD basis set) results for a single C19H22N2O2 molecule.

Geometry as XYZ:
```
45
Properties=species:S:1:pos:R:3:forces:R:3
O 4.585275 1.693216 1.659974 -0.057 -0.076 -0.883
N 3.385712 -0.354389 3.273997 -0.327 0.176 -1.829
O -5.349845 -0.862024 0.022052 -1.894 1.027 0.326
C 3.534082 1.176605 1.346658 0.359 1.631 -0.489
C 2.811691 0.334137 2.311269 0.454 0.118 0.604
C 2.403547 -1.314398 3.701837 -1.457 3.558 -3.146
C 1.668712 0.792987 -0.235393 -2.007 -2.631 3.183
C 1.278345 -1.035989 2.996402 -1.862 -2.850 2.197
C 0.865389 0.035425 0.688927 2.016 2.440 -2.810
C -0.824550 -0.752937 -1.057311 2.375 -0.128 -2.104
C -1.472352 -0.637077 1.168334 -3.083 0.072 0.618
C -2.085252 -1.015123 -1.508130 -0.018 0.051 1.170
C -2.805181 -0.910536 0.801856 1.244 -0.392 -0.715
C -0.491738 -0.525588 0.258799 2.781 1.329 0.549
C -3.106054 -1.062748 -0.554317 -0.284 -0.079 -0.079
N 2.870744 1.445671 0.080127 0.199 -0.467 0.987
C 1.346397 0.151150 2.127765 0.807 -2.974 -0.734
C -4.670797 -2.850777 -1.147070 0.041 -1.304 0.037
C -5.067745 -0.537143 -2.192896 0.047 -2.116 -0.263
C 4.863107 1.471564 -1.439041 -0.282 -2.151 2.558
C 3.865319 3.647185 -0.711237 0.640 0.303 -0.689
C -4.521362 -1.331631 -0.981084 -0.388 -0.836 -0.308
C 3.584733 2.196679 -1.018884 1.554 -0.778 2.718
H -5.235238 -1.302637 0.841386 0.291 -0.784 1.023
H 2.561890 -2.050495 4.404584 0.552 -1.232 1.387
H 1.313642 0.771290 -1.245986 0.304 0.541 -0.493
H 0.338599 -1.577146 3.196799 0.467 0.318 -0.257
H 0.021745 -0.710691 -1.796553 -1.005 -0.119 0.636
H -1.456936 -0.288813 2.164555 1.013 -0.023 1.193
H -2.236080 -1.204603 -2.553425 -0.325 0.049 -0.275
H -3.477497 -1.048711 1.649808 -0.199 0.316 -0.623
H 0.751732 0.828478 2.678789 -0.583 1.554 0.663
H -4.515029 -3.390036 -0.203877 0.086 0.490 0.328
H -3.862140 -3.327079 -1.766777 -1.034 0.695 -0.038
H -5.702751 -3.167693 -1.416579 0.711 0.397 -0.432
H -6.151627 -0.334872 -1.990045 1.159 -0.114 -0.476
H -4.457400 0.314607 -2.256957 0.282 1.626 -0.270
H -4.895313 -1.132432 -3.122467 -0.434 0.521 0.555
H 5.042963 1.794406 -2.418445 0.750 0.054 -1.521
H 5.727581 1.656036 -0.757087 -0.705 0.172 -0.604
H 4.671880 0.334642 -1.342907 0.358 1.711 -0.677
H 2.952583 4.253767 -0.614434 0.353 0.007 -0.736
H 4.310726 3.712902 0.251972 0.699 -0.003 0.787
H 4.667577 3.969034 -1.471071 -1.609 0.133 1.025
H 2.960915 2.145790 -1.823914 -1.988 -0.234 -2.090
```
Forces are in eV/Å.

## Properties
HOMO, eV: -7.89
SMILES string: CC(C)N1C=C(c2ccc(C(C)(C)O)cc2)[C@H]2C=CN=C2C1=O
ΔE to the lowest compared entry with this formula, charge and spin, kcal/mol: 115.0
Gap between HOMO and LUMO, eV: 7.64
LUMO level, eV: -0.25

***

(2)
DFT (ωB97M-V with the def2-TZVPD basis set) results for a single C19H22N2O5S2 molecule.

Geometry as XYZ:
```
50
Properties=species:S:1:pos:R:3:forces:R:3
C 1.886500 -2.392334 -2.371504 0.142 -0.137 -0.006
H 2.892945 -2.106651 -2.691953 -0.023 0.021 0.017
H 1.948862 -3.032227 -1.486169 0.010 0.018 -0.037
H 1.394816 -2.941051 -3.173105 0.057 -0.024 0.065
O 1.081406 -1.262102 -2.135686 -0.024 0.455 0.147
C 1.499309 -0.354711 -1.204278 -0.061 0.012 -0.127
C 2.623194 -0.488082 -0.410403 -0.099 -0.151 -0.248
C 2.959931 0.498444 0.505574 -0.053 0.208 0.048
C 2.190963 1.638782 0.629473 0.236 -0.002 -0.028
C 1.057858 1.777695 -0.167471 -0.079 -0.086 -0.268
C 0.695817 0.797139 -1.070372 -0.056 -0.117 -0.161
O -0.412523 0.838698 -1.868878 0.420 -0.277 0.080
C -1.200148 2.004993 -1.856820 -0.136 0.194 -0.039
H -2.016601 1.816379 -2.552677 0.012 0.060 0.069
H -0.628616 2.875143 -2.194456 -0.001 -0.019 0.049
H -1.609123 2.204594 -0.861055 0.004 0.002 -0.002
H 0.461089 2.668339 -0.062041 -0.121 0.079 -0.042
C 2.516899 2.695047 1.644420 -0.249 -0.231 0.229
H 3.580996 2.678905 1.882395 0.028 0.088 -0.020
H 2.261847 3.681655 1.254001 0.090 0.076 -0.010
C 1.727109 2.455274 2.941107 0.604 0.001 -0.039
N 0.304388 2.464076 2.695419 -0.649 -0.448 0.410
S -0.646471 1.290810 3.402299 0.080 0.397 -0.242
O 0.012270 0.751041 4.556677 0.164 -0.116 -0.303
O -1.951000 1.872600 3.539151 0.022 0.051 -0.267
C -0.714497 0.027148 2.146388 -0.077 0.164 0.442
C -1.717133 0.089601 1.209041 -0.106 -0.020 -0.131
C -1.870090 -0.885883 0.217936 0.641 0.023 0.436
C -0.981155 -1.970084 0.235632 -0.203 -0.045 -0.096
C 0.043498 -1.999793 1.189034 -0.184 0.125 -0.090
C 0.191704 -1.016158 2.140141 0.041 -0.033 0.101
H 0.965495 -1.061158 2.887259 0.139 -0.088 0.096
H 0.711360 -2.848123 1.177257 0.142 -0.065 0.041
S -0.999784 -3.428329 -0.749954 -0.235 -0.268 -0.111
C -2.241023 -3.167905 -2.052255 0.252 -0.038 0.444
C -2.130100 -1.789279 -2.687840 -0.082 0.090 -0.202
C -3.081733 -0.843477 -2.008598 0.286 -0.156 -0.269
O -3.986225 -0.276151 -2.581271 -0.181 0.126 -0.199
N -2.941328 -0.681729 -0.656890 -0.550 0.272 0.448
H -3.609212 -0.005890 -0.298350 0.032 -0.182 -0.189
H -2.407118 -1.832685 -3.742371 -0.055 0.100 0.106
H -1.111081 -1.402951 -2.608592 -0.064 -0.042 -0.036
H -3.232168 -3.342014 -1.632007 0.013 -0.047 -0.158
H -2.024897 -3.957168 -2.772649 -0.015 0.015 0.048
H -2.415344 0.911103 1.273118 -0.145 0.098 -0.102
H -0.139362 3.366878 2.712005 -0.301 0.074 0.081
H 2.008774 3.203697 3.691157 -0.070 -0.146 0.009
H 1.960060 1.468546 3.344141 0.234 0.115 0.030
H 3.840016 0.370559 1.117490 0.131 -0.001 0.082
H 3.249628 -1.361209 -0.493468 0.037 -0.125 -0.053
```
Forces are in eV/Å.

## Properties
HOMO, eV: -8.06
SMILES string: COc1ccc(CCNS(=O)(=O)c2ccc3c(c2)NC(=O)CCS3)cc1OC
ΔE to the lowest compared entry with this formula, charge and spin, kcal/mol: 28.9
Gap between HOMO and LUMO, eV: 8.58
LUMO level, eV: 0.51

***

(3)
DFT (ωB97M-V with the def2-TZVPD basis set) results for a molecular structure, C19H22N2O6Pr.

Geometry as XYZ:
```
50
Properties=species:S:1:pos:R:3:forces:R:3
Pr 4.489939 -14.956375 6.787503 -1.107 0.273 -1.327
C 2.099800 -17.573278 4.588562 0.548 1.202 -0.721
C 3.322606 -17.896306 5.458498 -1.006 1.062 -1.085
C 3.481839 -19.334406 5.593689 1.131 -1.983 -0.430
O 3.220382 -17.222393 6.744886 -0.043 0.079 0.407
C 4.584112 -17.328942 4.747560 -0.080 0.276 -0.419
O 5.361754 -18.045316 4.146591 -0.795 1.178 0.668
O 4.605652 -15.999707 4.865679 0.472 -0.994 -0.304
H 1.156719 -17.883741 5.051655 0.211 0.049 -0.112
H 2.251585 -18.075062 3.618578 -0.300 -0.033 0.421
H 2.098110 -16.484255 4.316296 -0.291 -0.806 0.529
H 2.927903 -19.821258 6.389627 -0.614 0.021 -0.123
H 4.528594 -19.434191 5.862325 0.203 -0.787 -0.044
H 3.325143 -19.817809 4.582490 0.179 0.320 1.427
H 2.762790 -17.804430 7.382548 0.369 0.380 -0.454
C 5.817997 -11.857529 3.795734 -0.870 0.810 -0.892
C 5.221736 -12.078036 5.146822 0.436 -0.660 0.744
O 5.643033 -13.057654 5.840767 -1.229 1.462 -0.515
N 4.263768 -11.235574 5.617841 1.307 0.219 -0.476
C 3.732104 -11.365444 6.953941 -1.450 -1.123 -0.109
C 2.411275 -12.185706 6.844291 -0.095 -0.605 1.138
C 1.269952 -11.511843 6.428911 0.019 -0.031 -0.348
C 0.010560 -12.085623 6.593916 0.125 0.091 -0.111
C -0.088370 -13.374083 7.107398 1.163 1.158 -0.298
C 1.091647 -13.956314 7.527921 0.923 -1.150 -0.821
N 2.345774 -13.474784 7.319296 -0.996 2.002 0.364
H 6.896460 -11.669021 3.883492 -0.340 -0.110 0.060
H 5.317401 -10.973544 3.310909 0.656 -0.869 0.274
H 5.662514 -12.757939 3.158565 0.137 0.576 0.550
H 3.946156 -10.411884 5.093336 0.608 -0.816 0.069
H 3.468165 -10.384358 7.368427 0.163 -0.218 -0.276
H 4.424062 -11.835745 7.662004 0.018 0.030 -0.407
H 1.413145 -10.586996 5.861917 -0.325 0.040 0.689
H -0.891427 -11.519422 6.385013 0.145 -0.117 -0.422
H -1.002180 -13.908202 7.029468 -0.667 -0.339 0.693
H 1.060304 -14.944318 7.973685 0.060 -0.075 -0.092
O 6.166309 -15.769676 7.943599 0.170 0.083 0.475
C 5.675294 -15.328728 9.052557 -0.316 -0.012 0.177
O 4.442069 -15.013820 9.129268 0.534 -0.004 -0.081
C 6.539593 -15.260659 10.202107 0.378 -0.447 0.476
C 7.683956 -16.011544 10.103277 0.699 -0.833 -0.251
C 8.356496 -16.370616 11.273997 -0.096 0.376 -0.652
C 7.976977 -15.852400 12.489025 -1.450 0.358 0.883
C 6.791469 -15.050103 12.593776 1.447 -0.725 -1.021
C 6.101984 -14.793338 11.432815 -1.195 0.952 0.097
H 7.947339 -16.385057 9.093324 0.049 0.084 1.044
H 9.127647 -17.103714 11.219185 0.691 -0.168 0.004
H 8.506853 -16.158572 13.393743 -0.150 0.192 -0.269
H 6.415120 -14.675915 13.518782 0.057 0.116 0.553
H 5.170796 -14.198488 11.413784 0.519 -0.485 0.323
```
Forces are in eV/Å.

## Properties
HOMO (spin up / spin down), eV: -11.83 / -11.83
<S²>: 2.002
Net charge: +1
ΔE to the lowest compared entry with this formula, charge and spin, kcal/mol: 0.0
Spin multiplicity: 3
Gap between HOMO and LUMO (spin up / spin down), eV: 8.71 / 8.72
LUMO level (spin up / spin down), eV: -3.12 / -3.11

***

(4)
DFT (ωB97M-V with the def2-TZVPD basis set) results for a molecular structure, C19H22N3O3RhS.

Geometry as XYZ:
```
49
Properties=species:S:1:pos:R:3:forces:R:3
Rh 0.611927 -1.005757 -2.027440 -0.097 0.122 0.354
C 1.953747 0.512377 6.111810 -0.008 -0.006 -0.017
C 1.230503 0.163290 4.839654 0.011 0.009 0.033
C 1.855936 -0.588756 3.846733 0.013 -0.010 -0.017
C 1.202417 -0.895797 2.666300 -0.060 0.022 0.011
C -0.094774 -0.438730 2.471377 -0.006 0.011 0.122
C -0.740377 0.308358 3.445720 0.076 -0.014 -0.028
C -0.072514 0.601607 4.625034 -0.020 0.010 -0.001
S -0.962607 -0.861754 0.992301 0.291 0.095 -0.027
O -1.012260 -2.285574 0.886544 -0.038 -0.122 -0.056
O -2.156815 -0.072286 0.965428 -0.113 0.067 -0.035
N 0.114840 -0.370790 -0.151985 -0.299 -0.004 -0.159
C 0.312130 0.942862 -0.465774 -0.041 -0.001 0.135
C 0.000810 2.124008 0.210720 0.017 0.063 0.029
C 0.311624 3.309821 -0.416337 0.017 -0.008 -0.056
C 0.892783 3.321135 -1.689339 -0.006 -0.018 0.075
C 1.152892 2.118584 -2.302316 0.137 -0.033 -0.032
N 0.895653 0.966837 -1.680212 -0.219 0.041 -0.003
H 2.794995 -0.157417 6.284914 -0.003 0.001 0.001
H 1.286108 0.455180 6.971432 0.002 0.001 -0.003
H 2.343155 1.531541 6.065523 0.002 -0.002 -0.001
H 2.867751 -0.942471 4.005016 -0.007 0.000 -0.001
H 1.687322 -1.485899 1.899392 0.000 -0.001 0.001
H -1.753042 0.646914 3.272141 -0.004 -0.006 0.007
H -0.574251 1.178540 5.393097 0.002 -0.003 -0.004
H -0.497677 2.095644 1.167479 0.014 -0.019 -0.001
H 0.081677 4.245814 0.076270 0.004 0.001 -0.008
H 1.131496 4.245389 -2.193354 -0.009 0.003 0.004
H 1.585294 2.056909 -3.291207 -0.013 -0.022 -0.014
C 3.170094 -0.562519 -3.437938 -0.011 -0.121 0.090
O 2.238517 -1.434160 -2.838587 0.154 -0.035 -0.456
H 3.765897 -1.127565 -4.157722 0.017 0.009 -0.002
H 3.839026 -0.141014 -2.682973 0.024 0.006 0.013
H 2.689870 0.259145 -3.974203 -0.054 0.014 -0.033
C -2.304517 1.300375 -2.542627 0.054 -0.035 0.035
C -2.431355 -0.181539 -2.405534 0.130 -0.158 -0.163
C -3.569984 -0.950272 -2.391254 -0.017 -0.183 0.000
C -3.179795 -2.317651 -2.276408 -0.107 0.089 -0.007
C -1.811690 -2.325153 -2.230916 0.051 0.043 -0.127
C -0.791400 -3.415056 -2.067727 -0.090 0.178 0.044
N -1.356103 -1.038330 -2.347645 0.135 0.056 0.282
H -3.146675 1.697458 -3.109098 -0.015 -0.010 0.017
H -1.393554 1.568719 -3.079741 -0.022 0.017 -0.022
H -2.293131 1.808715 -1.574693 0.035 -0.016 0.022
H -4.575973 -0.568564 -2.479506 0.010 -0.018 -0.002
H -3.824750 -3.182344 -2.242419 -0.001 0.032 -0.006
H -0.984073 -4.266148 -2.721256 0.039 0.019 -0.045
H -0.717578 -3.763991 -1.040216 0.009 0.007 0.052
H 0.228431 -3.079684 -2.378471 0.014 -0.072 -0.004
```
Forces are in eV/Å.

## Properties
HOMO, eV: -6.98
Gap between HOMO and LUMO, eV: 6.30
LUMO level, eV: -0.68